# 1
{"formula": "C23H26N7O3Ru", "method": "wB97M-V/def2-TZVPD", "e_above_lowest_kcal_mol": 7.63, "charge": 2, "homo_ha": [-0.51940, -0.52255], "gap_ev": [6.53, 6.82], "multiplicity": 2, "elements": ["Ru", "N", "N", "C", "N", "N", "N", "O", "O", "H", "H", "H", "H", "H", "C", "C", "C", "C", "C", "C", "N", "N", "C", "C", "C", "C", "C", "C", "H", "H", "H", "H", "H", "H", "H", "H", "H", "C", "C", "C", "C", "C", "C", "C", "O", "C", "C", "C", "H", "H", "H", "H", "H", "H", "H", "H", "H", "H", "H", "H"], "coordinates": [[0.753289, 1.057101, 0.132325], [-1.580086, -0.129039, 0.313384], [-2.594457, 0.726093, -0.154187], [-2.283851, 1.990836, -0.498065], [-3.201093, 2.818855, -0.959734], [-0.996281, 2.272036, -0.306821], [-0.407406, 3.436293, -0.656495], [-0.987208, 4.391209, -1.095580], [0.812282, 3.355641, -0.434950], [-1.548445, -0.966509, -0.264248], [-1.771711, -0.376950, 1.281368], [-3.545707, 0.392149, -0.201482], [-4.163726, 2.539527, -1.063067], [-2.931296, 3.764619, -1.194998], [-1.798623, 1.188020, 5.245089], [-0.497586, 0.768641, 5.494405], [0.459524, 0.814351, 4.495608], [0.098646, 1.280446, 3.234772], [-1.199987, 1.699214, 2.975798], [-2.147768, 1.659177, 3.987657], [1.070919, 1.337793, 2.175549], [2.255312, 1.438687, 2.559314], [3.174247, 1.441743, 1.509566], [4.525235, 1.588504, 1.779025], [5.406377, 1.621194, 0.704836], [4.939111, 1.511570, -0.601446], [3.582784, 1.351340, -0.868983], [2.691950, 1.297092, 0.195978], [-2.536870, 1.153976, 6.034574], [-0.225382, 0.404265, 6.475381], [1.471504, 0.488735, 4.684802], [-1.446006, 2.116101, 2.012094], [-3.152526, 2.014952, 3.802179], [4.868150, 1.684039, 2.800279], [6.465298, 1.744721, 0.885631], [5.641475, 1.559052, -1.423099], [3.233072, 1.290371, -1.891211], [-1.640164, -5.387753, -1.563450], [-1.157307, -4.000885, -1.854307], [-1.643119, -3.280229, -2.937415], [-1.169533, -2.012536, -3.250543], [-1.719110, -1.311075, -4.466587], [-0.197618, -1.426731, -2.409849], [0.239000, -0.085726, -2.742254], [0.695230, 0.770437, -1.976026], [0.330824, -2.157441, -1.314370], [1.480102, -1.662377, -0.485843], [-0.160964, -3.421088, -1.058508], [-2.544302, -5.624150, -2.119578], [-1.834625, -5.521947, -0.499354], [-0.872626, -6.112008, -1.844622], [-2.400845, -3.726295, -3.569890], [-2.524765, -1.895812, -4.903447], [-0.950618, -1.195938, -5.233954], [-2.115007, -0.320489, -4.241279], [0.146033, 0.219234, -3.789144], [2.277471, -1.220063, -1.077558], [1.893821, -2.456647, 0.133163], [1.176387, -0.898233, 0.281778], [0.258559, -3.998092, -0.242232]], "atomic_forces_ev_per_a": [[0.89, -0.61, -0.54], [-0.12, -0.04, 0.06], [0.01, -0.07, -0.05], [-0.01, 0.01, -0.02], [-0.01, -0.01, 0.00], [-0.17, 0.44, 0.06], [-0.41, -0.05, 0.08], [0.10, 0.01, -0.03], [0.14, -0.43, 0.15], [-0.07, 0.01, 0.01], [0.02, 0.02, 0.01], [-0.01, 0.02, 0.03], [0.00, 0.00, -0.01], [-0.01, 0.00, 0.01], [0.00, -0.02, 0.02], [-0.01, 0.01, 0.00], [-0.04, -0.04, -0.05], [-0.01, -0.07, -0.08], [0.01, 0.03, 0.07], [0.01, 0.00, -0.01], [-0.11, 0.06, -0.08], [-0.02, 0.05, -0.10], [-0.10, -0.01, -0.05], [0.10, 0.00, -0.14], [0.01, 0.01, 0.07], [0.04, 0.00, 0.06], [-0.20, -0.01, 0.08], [0.13, 0.10, 0.11], [0.00, 0.00, 0.00], [0.00, 0.00, 0.00], [0.02, 0.00, -0.01], [0.00, 0.02, -0.03], [0.00, 0.00, 0.00], [-0.01, 0.00, 0.01], [0.00, 0.00, -0.01], [-0.01, -0.01, 0.00], [0.00, 0.00, -0.01], [-0.01, 0.00, 0.01], [-0.03, -0.01, -0.04], [0.01, -0.03, 0.04], [0.03, 0.05, 0.02], [0.00, 0.00, 0.00], [-0.02, -0.05, 0.01], [0.08, 0.00, 0.05], [-0.12, 0.11, 0.08], [-0.11, 0.02, -0.05], [0.03, 0.30, -0.18], [0.05, 0.04, 0.03], [0.00, 0.00, 0.00], [0.00, 0.00, 0.00], [0.00, 0.00, 0.00], [0.00, 0.00, 0.00], [0.00, 0.00, 0.00], [0.00, 0.00, 0.00], [0.00, 0.00, 0.00], [0.03, -0.01, -0.01], [0.02, -0.02, 0.00], [0.00, 0.06, 0.06], [-0.14, 0.13, 0.38], [0.00, 0.00, 0.00]], "lowdin_charge": [1.281, 0.061, 0.038, -0.378, 0.253, -0.006, -0.384, 0.152, 0.039, 0.090, 0.112, 0.172, 0.145, 0.120, -0.048, -0.041, -0.007, -0.238, -0.062, -0.062, -0.067, 0.130, -0.263, 0.021, -0.028, -0.033, -0.069, -0.228, 0.119, 0.121, 0.115, 0.075, 0.113, 0.130, 0.123, 0.123, 0.107, -0.017, -0.217, 0.026, -0.183, -0.024, -0.134, -0.115, -0.090, -0.219, -0.002, 0.014, 0.090, 0.095, 0.106, 0.132, 0.091, 0.104, 0.088, 0.146, 0.095, 0.113, 0.040, 0.135]}



# 2
{"formula": "C23H26N7O5RuS2Se2", "method": "wB97M-V/def2-TZVPD", "e_above_lowest_kcal_mol": 20.60, "charge": -2, "homo_ha": [-0.04931, -0.04563], "gap_ev": [5.91, 5.81], "multiplicity": 2, "elements": ["Ru", "N", "C", "S", "N", "N", "C", "C", "C", "C", "C", "C", "C", "O", "H", "H", "H", "H", "H", "H", "H", "O", "C", "C", "C", "O", "C", "Se", "C", "Se", "H", "H", "H", "H", "H", "H", "H", "H", "H", "H", "N", "C", "C", "C", "C", "C", "C", "S", "O", "O", "N", "C", "N", "C", "C", "C", "N", "H", "H", "H", "H", "H", "H", "H", "H", "H"], "coordinates": [[-0.677969, -0.384214, 0.006113], [-1.195384, 3.713980, -1.698676], [-0.885991, 2.518036, -1.038743], [-1.692020, 1.092607, -1.555171], [0.007227, 2.609265, -0.110548], [0.306023, 1.410931, 0.521261], [1.077639, 1.574838, 1.537470], [1.526615, 0.579352, 2.467689], [2.257105, 1.009469, 3.584109], [2.681495, 0.137041, 4.561464], [2.350742, -1.220095, 4.428818], [1.646412, -1.676243, 3.342153], [1.229144, -0.800182, 2.301689], [0.650867, -1.275960, 1.260353], [-2.139210, 3.710567, -2.052665], [-1.000018, 4.517760, -1.119738], [1.385661, 2.602196, 1.729697], [2.474374, 2.070056, 3.673814], [3.235137, 0.492309, 5.421786], [2.647158, -1.922542, 5.201840], [1.368229, -2.718321, 3.252994], [-1.273257, -3.209215, 1.706172], [-2.622479, -3.579690, 1.723117], [-3.614871, -2.403959, 1.608302], [-4.948666, -3.006129, 2.083830], [-6.070272, -2.130549, 1.950728], [-3.798459, -1.897292, 0.168152], [-2.223529, -1.997834, -0.989224], [-3.243963, -1.248595, 2.549180], [-2.141268, 0.252631, 1.873571], [-0.850970, -3.607634, 0.930772], [-2.827030, -4.090468, 2.678637], [-2.854568, -4.285376, 0.916252], [-4.876567, -3.276949, 3.142091], [-5.147242, -3.921656, 1.510201], [-5.807456, -1.427290, 1.346585], [-4.075409, -0.839501, 0.184770], [-4.590644, -2.458128, -0.338805], [-2.767919, -1.654181, 3.445048], [-4.160729, -0.743424, 2.860786], [6.124180, -4.669561, 1.896499], [4.958095, -4.567953, 1.097573], [4.998081, -4.904453, -0.251820], [3.852789, -4.810946, -1.029708], [2.662989, -4.400942, -0.456367], [2.611186, -4.076729, 0.891764], [3.755302, -4.158508, 1.666437], [1.176719, -4.221709, -1.420966], [0.123944, -4.826825, -0.629467], [1.429430, -4.831798, -2.710263], [0.905301, -2.675810, -1.444851], [1.763017, -1.721424, -1.773579], [1.266357, -0.439672, -1.613674], [2.095009, 0.561771, -1.802539], [3.420223, 0.387075, -2.192294], [3.815755, -0.924222, -2.383640], [3.027099, -1.969945, -2.201189], [6.963193, -4.512399, 1.357571], [6.099191, -4.025036, 2.673457], [5.936784, -5.221113, -0.696326], [3.870582, -5.031083, -2.088790], [1.676978, -3.723124, 1.309433], [3.724142, -3.877599, 2.713507], [1.681455, 1.554157, -1.647048], [4.091727, 1.220727, -2.339533], [4.831334, -1.152192, -2.705862]], "atomic_forces_ev_per_a": [[0.39, 1.00, -0.72], [-0.03, -0.06, 0.01], [-0.07, 0.02, -0.06], [0.03, -0.17, 0.10], [0.17, 0.26, -0.01], [-0.12, 0.03, 0.42], [0.00, 0.20, -0.10], [0.00, -0.11, 0.06], [-0.02, 0.00, -0.02], [0.00, -0.02, 0.03], [0.00, 0.02, -0.02], [0.03, -0.02, -0.02], [-0.02, -0.01, 0.02], [0.01, -0.30, -0.06], [0.00, 0.00, -0.02], [0.02, 0.00, 0.02], [0.03, 0.00, -0.02], [0.00, 0.00, -0.01], [0.00, 0.00, 0.00], [-0.01, 0.00, 0.00], [-0.03, 0.00, -0.01], [0.05, -0.34, 0.41], [-0.23, -0.02, -0.09], [0.01, -0.03, 0.02], [-0.04, 0.12, -0.04], [0.01, 0.01, 0.05], [-0.02, 0.02, -0.04], [0.10, -0.01, 0.03], [0.24, 0.03, 0.04], [-0.19, -0.20, -0.04], [0.03, 0.23, -0.20], [-0.02, 0.01, -0.02], [0.07, -0.03, 0.00], [-0.01, 0.01, 0.00], [0.01, -0.01, 0.01], [0.00, -0.02, -0.05], [-0.12, 0.01, 0.01], [0.08, -0.07, -0.02], [0.06, 0.00, -0.03], [-0.01, -0.04, 0.05], [-0.04, 0.00, -0.03], [0.05, 0.00, 0.03], [-0.01, 0.00, -0.02], [0.00, -0.01, 0.03], [-0.05, -0.19, 0.02], [0.02, 0.05, -0.06], [0.00, 0.01, -0.01], [0.33, 0.04, 0.08], [-0.04, -0.01, 0.07], [0.07, 0.05, -0.02], [-0.34, 0.08, -0.18], [-0.12, 0.23, 0.01], [-0.14, -0.96, 0.58], [-0.07, 0.17, -0.17], [-0.02, 0.00, -0.03], [-0.02, -0.07, -0.01], [-0.03, 0.07, -0.03], [0.02, 0.00, 0.00], [0.00, 0.00, 0.02], [0.00, 0.00, 0.00], [0.00, -0.01, 0.01], [0.01, 0.00, 0.02], [-0.02, 0.02, 0.00], [0.02, -0.01, 0.02], [-0.03, 0.01, 0.00], [-0.01, 0.00, 0.01]], "lowdin_charge": [0.580, 0.020, -0.905, 0.506, -0.032, -0.195, -0.121, -0.165, -0.077, -0.140, -0.118, -0.023, -0.368, -0.231, 0.048, 0.065, 0.114, 0.098, 0.076, 0.088, 0.102, -0.121, -0.270, -0.570, -0.241, -0.086, -0.571, 0.595, -0.515, 0.594, 0.024, 0.118, 0.123, 0.117, 0.119, 0.065, 0.023, 0.056, 0.057, 0.040, 0.062, -0.335, -0.053, -0.074, -0.285, -0.043, -0.030, 0.558, -0.347, -0.343, -0.117, -0.446, 0.074, -0.157, -0.089, -0.173, 0.127, 0.067, 0.072, 0.097, 0.105, 0.092, 0.100, 0.090, 0.076, 0.093]}



# 3
{"formula": "C23H27BCl2CuN4O7", "method": "wB97M-V/def2-TZVPD", "charge": 2, "homo_ha": [-0.50326, -0.50291], "gap_ev": [5.79, 4.28], "multiplicity": 2, "elements": ["C", "O", "B", "O", "C", "C", "C", "O", "C", "C", "C", "C", "C", "C", "C", "O", "C", "C", "O", "C", "C", "C", "N", "N", "N", "C", "N", "C", "O", "C", "C", "Cl", "C", "C", "Cl", "C", "O", "H", "H", "H", "H", "H", "H", "H", "H", "H", "H", "H", "H", "H", "H", "H", "H", "H", "H", "H", "H", "H", "H", "H", "H", "H", "H", "H", "Cu"], "coordinates": [[-0.509943, -3.680012, 4.647148], [0.638980, -4.018800, 3.791056], [0.169084, -4.583585, 2.476378], [-0.755985, -5.735937, 2.562806], [0.718903, -3.912792, 1.050477], [2.105112, -4.180339, 0.492001], [2.590726, -3.424089, -0.918778], [3.350373, -4.035333, -1.830983], [1.994185, -1.870954, -1.092018], [0.458649, -1.586938, -0.492783], [-0.187128, -0.076223, -0.579380], [-1.686485, 0.275034, -0.017323], [-1.727731, 1.005153, 1.449892], [-3.187361, 1.788502, 1.575096], [-4.435073, 0.988606, 0.874608], [-4.718520, 1.542907, -0.458800], [-5.051527, 0.492136, -1.438050], [-6.617420, 0.121136, -1.893338], [-4.100299, -0.236762, -2.085743], [0.712709, 1.152052, -1.263713], [0.169388, 2.719532, -1.352690], [0.919502, 3.697896, -0.262220], [1.876194, 4.667578, -0.968643], [-0.191388, 4.537587, 0.390366], [1.743161, 2.971734, 0.778850], [2.231925, 0.902331, -1.913650], [2.967172, 2.058060, -2.556229], [4.152925, 2.341551, -1.924043], [5.140297, 2.654720, -1.044771], [2.829979, -0.645433, -1.798755], [4.331568, -1.018844, -2.408935], [4.332351, -1.523836, -4.229618], [5.605748, -0.950925, -1.643358], [5.635005, -0.511773, -0.059781], [7.166915, -1.406759, -2.604415], [-0.309199, -2.896887, 0.208587], [-1.613086, -3.157389, 0.088735], [-0.449268, -2.548636, 5.019419], [-1.558503, -3.806905, 4.133236], [-0.558059, -4.324879, 5.650674], [-0.959159, -5.975456, 1.592642], [2.847868, -4.886066, 1.058665], [-2.172307, 1.049349, -0.785213], [-2.382224, -0.666932, -0.035515], [-0.908613, 1.832857, 1.596970], [-1.650907, 0.272858, 2.361272], [-3.362785, 1.932222, 2.743270], [-3.102675, 2.891235, 1.141648], [-4.307642, -0.198355, 0.876562], [-5.398888, 1.192990, 1.541903], [-6.581472, -0.785097, -2.668221], [-7.285213, -0.211574, -0.989665], [-7.047526, 1.035036, -2.502680], [-0.996593, 2.809326, -1.307215], [0.485651, 3.122380, -2.428184], [2.617460, 4.875612, -0.245360], [1.363671, 5.588961, -1.098034], [-0.903902, 3.871447, 0.805942], [-0.682292, 4.968393, -0.448261], [1.211465, 2.217345, 1.268008], [2.583357, 2.496867, 0.377337], [6.214696, 0.516278, -0.002506], [4.555892, -0.323251, 0.395257], [6.163477, -1.354468, 0.589895], [-4.485213, -0.054444, -4.189829]], "atomic_forces_ev_per_a": [[-1.41, 0.56, 2.02], [-2.68, -0.66, -3.25], [-0.68, -1.29, 3.05], [2.25, 3.07, -3.09], [3.40, 0.29, -2.62], [-3.73, 1.93, 0.58], [2.64, -2.94, -2.92], [-4.97, 4.40, 5.98], [-0.67, 3.17, -0.66], [0.54, 3.08, -0.93], [2.80, -1.82, -0.76], [0.37, 0.66, -0.61], [-0.86, 0.53, 0.09], [0.61, 0.12, 0.49], [-0.51, -0.44, 3.07], [-0.83, -4.04, -2.95], [2.18, -1.91, -1.69], [0.72, 0.23, -0.54], [-4.39, 4.43, 2.58], [0.06, -0.98, -0.08], [0.64, -1.20, -1.70], [0.18, 0.95, 0.30], [-1.06, -0.19, 1.72], [-0.01, -1.71, -1.32], [-0.88, -0.53, -0.89], [-0.35, -3.06, 1.32], [4.04, -1.27, 4.65], [1.89, 0.42, 5.16], [-8.46, -2.47, -8.16], [-0.90, -0.52, 0.68], [2.08, 0.50, 1.51], [-0.24, 0.92, 3.08], [-3.64, -0.21, -1.81], [0.50, 0.03, -0.47], [-2.73, 0.91, 2.11], [-3.73, -1.49, -0.39], [8.08, 2.03, 0.79], [0.19, -2.41, -1.05], [2.14, 0.11, 0.76], [0.41, 1.18, -2.41], [0.19, 0.24, 2.22], [-1.52, 1.41, -1.46], [1.22, -1.76, 1.60], [1.78, 1.67, 0.03], [-1.41, -1.76, -0.45], [0.02, 1.16, -2.00], [0.00, -0.41, -2.62], [-0.36, -2.43, 0.65], [-0.02, 2.68, -0.22], [2.01, -0.38, -1.56], [0.23, 1.84, 1.88], [1.34, 1.02, -1.69], [0.66, -1.62, 1.68], [2.31, -0.54, 0.22], [-0.56, -1.00, 2.23], [-1.10, -0.18, -0.97], [0.85, -1.53, 0.18], [1.01, 1.05, -0.55], [0.59, -0.49, 1.46], [0.42, 0.99, -0.55], [-0.97, 0.82, 0.22], [-1.00, -2.30, 0.00], [2.15, -0.56, -1.34], [-1.01, 1.94, -1.55], [0.19, -0.28, 0.97]], "lowdin_charge": [-0.112, -0.076, -0.373, 0.082, 0.048, 0.107, -0.162, 0.031, 0.099, 0.089, 0.009, -0.168, -0.163, -0.145, -0.172, -0.087, -0.206, 0.013, -0.089, 0.065, -0.080, -0.574, 0.047, 0.054, 0.077, -0.020, 0.133, 0.014, 0.064, -0.029, -0.566, 0.534, -0.546, -0.102, 0.551, -0.144, 0.005, 0.111, 0.102, 0.126, 0.135, 0.154, 0.110, 0.106, 0.092, 0.130, 0.142, 0.128, 0.158, 0.155, 0.105, 0.124, 0.120, 0.108, 0.138, 0.099, 0.101, 0.054, 0.096, 0.072, 0.068, 0.089, 0.086, 0.111, 0.774]}



| no. | largest force on an atom (hartree/bohr) |
| --- | --- |
| 1 | 0.024 |
| 2 | 0.025 |
| 3 | 0.234 |